Formula: C27H28F12N5O3STi
Source: the OMol25 dataset
Level of theory: ωB97M-V/def2-TZVPD

Element x y z (Å)
1 Ti 0.686 0.717 0.659
2 S -1.809 1.284 0.291
3 F 2.005 -2.985 -0.648
4 F 0.175 -3.197 3.004
5 F 2.108 -3.661 1.380
6 F 3.666 3.813 -0.318
7 F 2.333 3.361 -1.952
8 F 2.526 -1.603 0.939
9 F -1.713 -2.955 2.032
10 F 4.460 3.218 -2.225
11 F 4.805 1.684 1.052
12 F 5.785 1.379 -0.839
13 F -0.364 -4.513 1.376
14 F 4.703 -0.240 0.093
15 O 2.382 1.546 0.117
16 O 0.107 -1.006 1.448
17 O -0.435 1.371 3.719
18 N 0.734 2.694 1.671
19 N -0.619 2.994 -1.463
20 N -0.205 3.391 0.850
21 N -2.092 -0.069 3.313
22 N 0.906 -0.333 -1.163
23 C -3.465 -0.473 3.028
24 C -0.206 -1.160 -1.419
25 C -1.008 -0.959 -2.541
26 C 1.926 -0.321 -2.088
27 C 3.330 1.485 -0.852
28 C 4.020 0.491 -3.046
29 C 0.202 -2.219 0.813
30 C 1.923 -1.235 -3.176
31 C -4.994 1.362 3.922
32 C -3.601 -3.720 -2.238
33 C -1.643 1.135 3.718
34 C 3.961 -0.373 -4.125
35 C -2.423 -2.813 -1.966
36 C -0.414 -3.240 1.806
37 C 2.888 -1.255 -4.154
38 C -4.460 -0.061 4.106
39 C -2.599 2.215 4.197
40 C -0.687 2.500 -0.161
41 C 5.046 -0.398 -5.173
42 C -0.566 -2.183 -0.526
43 C 1.728 -2.619 0.608
44 C -3.924 2.342 3.447
45 C 3.060 0.540 -2.031
46 C 3.477 2.968 -1.348
47 C 4.671 1.074 -0.135
48 C -2.094 -1.768 -2.817
49 C -1.652 -2.998 -0.823
50 H -2.696 -1.580 -3.700
51 H -3.287 -4.766 -2.263
52 H 0.194 4.237 0.465
53 H -0.739 -0.152 -3.212
54 H 4.650 -0.725 -6.136
55 H -2.767 2.080 5.272
56 H 5.485 0.593 -5.304
57 H 1.684 3.002 1.499
58 H -2.029 3.137 4.087
59 H -5.814 1.351 3.199
60 H -4.301 3.359 3.576
61 H -1.377 -0.608 2.831
62 H -3.780 -0.093 2.050
63 H -5.415 1.712 4.869
64 H 2.812 -1.986 -4.954
65 H -5.296 -0.764 4.102
66 H -4.064 -3.480 -3.195
67 H 4.874 1.150 -2.991
68 H -1.115 2.393 -2.104
69 H -3.440 -1.558 2.957
70 H 1.126 -1.961 -3.224
71 H 5.852 -1.082 -4.896
72 H -3.723 2.217 2.381
73 H 0.466 2.735 2.648
74 H 0.323 3.178 -1.781
75 H -1.934 -3.803 -0.160
76 H -3.969 -0.167 5.078
77 H -4.359 -3.621 -1.458

The net charge is -1. The calculation puts the HOMO energy (spin up / spin down) at -0.1271 / -0.1565 Eh. The spin multiplicity is 3. Its lowest unoccupied orbital energy (spin up / spin down) is 0.098 / 0.091 hartree. The gap between HOMO and LUMO (spin up / spin down) comes out at 6.12 / 6.74 eV. The electronic energy comes out at -3991.4979 Ha. Its molecular weight is 778.46 g/mol.